C29H59N9O2S3ScSi4Te as an isolated structure. Source: the Open Molecules 2025 dataset; level of theory: ωB97M-V/def2-TZVPD.

```
108
C29H59N9O2S3ScSi4Te | the Open Molecules 2025 dataset | ωB97M-V/def2-TZVPD
Sc -1.11743 0.69028 -1.11205
C -2.15864 0.96790 4.19018
C -2.11582 2.07471 3.16928
N -1.31067 3.28034 3.51718
N -0.21064 3.24265 2.62649
C -0.39949 2.40113 1.60971
S 0.54083 2.25810 0.21835
N -1.46668 1.65016 1.91842
N -1.85895 0.57131 1.13537
H -2.56764 1.34877 5.12443
H -1.15153 0.58879 4.37210
H -2.79494 0.14762 3.84990
H 0.49688 3.95460 2.65709
H -1.55816 -0.31238 1.54602
H -2.86973 0.57969 1.02148
C -4.79689 -3.81977 -3.61487
N -4.11953 -2.54967 -3.36056
C -3.39296 -2.25163 -2.27882
S -3.35593 -0.59323 -1.79780
N -2.78206 -3.20883 -1.59755
C -2.28737 -4.46541 -2.15950
H -5.71474 -3.60432 -4.15515
H -5.05579 -4.30120 -2.67330
H -4.19478 -4.49851 -4.21514
H -4.49755 -1.73597 -3.81882
H -2.25315 -2.86971 -0.80065
H -2.11185 -4.35640 -3.22774
H -2.96934 -5.29384 -1.97733
H -1.33167 -4.67229 -1.68179
C 1.19705 -5.44734 0.32430
Si 2.18885 -4.26699 1.39573
C 1.27550 -4.03267 3.02191
C 3.88667 -5.00167 1.71727
Si 2.41873 -2.18963 0.34110
Te 0.15376 -1.84292 -0.71314
Si 3.04596 -0.58856 1.92609
C 1.53742 -0.10665 2.94800
C 4.33064 -1.34685 3.06666
C 3.82950 0.90309 1.09502
Si 3.93388 -2.28666 -1.43575
C 3.77341 -0.72980 -2.47328
C 5.68432 -2.41417 -0.76648
C 3.54505 -3.78482 -2.49502
H 1.17392 -6.44196 0.77671
H 1.61953 -5.53716 -0.67816
H 0.16881 -5.09265 0.22785
H 1.08328 -4.99639 3.50017
H 0.31377 -3.54142 2.85359
H 1.84918 -3.42209 3.72242
H 3.79750 -5.93426 2.27999
H 4.52129 -4.32340 2.29108
H 4.40027 -5.22779 0.77999
H 1.28977 -0.90577 3.65107
H 0.67824 0.03623 2.28871
H 1.70353 0.81270 3.51578
H 3.92748 -2.18942 3.63164
H 4.68846 -0.60441 3.78482
H 5.19512 -1.70388 2.50184
H 3.22433 1.27880 0.27017
H 4.81031 0.62729 0.69879
H 3.97835 1.71887 1.80758
H 4.10100 0.14875 -1.91237
H 2.73386 -0.57163 -2.77029
H 4.39048 -0.81017 -3.37314
H 5.94878 -1.53383 -0.17598
H 6.40147 -2.49108 -1.58774
H 5.81008 -3.29300 -0.13086
H 2.50292 -3.76491 -2.82269
H 3.70877 -4.71335 -1.94390
H 4.18087 -3.80658 -3.38363
C -2.83599 5.13071 4.20318
C -2.46197 4.19746 3.07277
C -3.38174 2.95419 2.90329
C -3.98164 2.69800 1.55259
C -5.01431 1.60883 1.46663
C -3.47219 3.32894 0.49154
C -2.57986 4.50653 0.61047
C -2.22537 5.23534 -0.65197
C -2.17475 4.92871 1.80649
C -3.62990 2.79044 -0.90615
O -4.55278 3.00414 -1.65843
O -2.57984 2.07212 -1.23079
H -2.97404 4.57653 5.13196
H -3.76187 5.65465 3.96148
H -2.05021 5.87132 4.36068
H -4.11244 2.85575 3.70817
H -4.74487 0.73683 2.07301
H -5.19497 1.28875 0.43980
H -5.96393 1.97090 1.86851
H -1.61619 4.59474 -1.29556
H -1.66109 6.13964 -0.43338
H -3.12368 5.50424 -1.21090
H -1.60097 5.84672 1.89004
C 3.50334 3.02842 -3.30661
C 2.80012 2.23080 -4.40630
C 1.33693 2.09377 -4.12476
N 0.85413 1.46067 -3.12186
N -0.51720 1.51658 -3.05333
C -1.07425 2.22250 -4.01617
N -2.39144 2.41243 -4.14334
S 0.10528 2.84855 -5.11407
H 4.57143 3.09019 -3.51060
H 3.36267 2.54299 -2.34138
H 3.10769 4.04272 -3.24227
H 3.22425 1.22779 -4.46825
H 2.94163 2.70695 -5.37697
H -2.98739 2.21043 -3.34482
H -2.73851 3.06496 -4.82351
```

As for the calculated total energy: -5165.08369 Ha. The LUMO energy is -0.0736 hartree. As for the HOMO-LUMO gap: 7.445 eV. Its charge is +1.